a:
The following is a DFT calculation (wB97M-V/def2-TZVPD) of the molecule C4H5N3O.

XYZ file:
```
13
C4H5N3O | OMol25 | wB97M-V/def2-TZVPD
C 2.500 -0.325 -0.028
N 1.368 -0.820 -0.238
N 0.257 -0.210 -0.020
C -0.149 1.073 -0.070
C -1.511 1.035 -0.303
C -1.920 -0.424 -0.114
O -3.093 -0.857 0.085
N -0.863 -1.013 -0.212
H 3.383 -1.295 0.087
H 2.963 0.708 0.292
H 0.198 2.172 0.447
H -2.229 1.911 -0.080
H -0.903 -1.955 0.152
```

Output
E_HOMO in eV: -8.7
Net charge: 0
LUMO level in eV: 0.120



b:
The following is a DFT calculation (wB97M-V/def2-TZVPD) of the molecule C4H5N3O.

XYZ file:
```
13
C4H5N3O | OMol25 | wB97M-V/def2-TZVPD
N -1.777 -0.857 -1.417
N -0.982 0.028 -1.947
C 0.192 0.363 -1.455
C 0.712 0.170 -0.102
C 0.337 -0.468 1.111
C 1.159 0.063 2.067
O 1.870 1.219 1.611
N 1.611 1.162 0.115
H -2.162 -0.662 -0.412
H -2.724 -1.159 -1.949
H 0.748 1.209 -2.123
H -0.128 -1.346 1.236
H 1.143 0.279 3.266
```

Output
E_HOMO in eV: -8.7
Net charge: 0
LUMO level in eV: 0.200



Which structure is the most stable? The one labeled b.



a:
The following is a DFT calculation (wB97M-V/def2-TZVPD) of a structure of composition C19H39MnN8O6.

XYZ file:
```
73
C19H39MnN8O6 | OMol25 | wB97M-V/def2-TZVPD
Mn 0.596 -0.343 1.350
C 2.538 0.342 -1.209
O 2.466 0.212 0.205
C 3.726 0.256 0.870
C 3.665 -0.820 1.944
O 2.447 -0.661 2.685
C 2.490 0.152 3.863
C 1.695 1.429 3.650
O 0.401 1.056 3.161
C -0.564 2.093 3.324
H 3.107 -0.491 -1.629
H 2.992 1.299 -1.482
H 1.516 0.307 -1.583
H 3.870 1.255 1.298
H 4.537 0.064 0.165
H 4.524 -0.790 2.616
H 3.600 -1.803 1.473
H 3.524 0.392 4.122
H 2.044 -0.441 4.663
H 2.161 2.099 2.918
H 1.587 1.963 4.599
H -0.731 2.273 4.389
H -1.486 1.749 2.858
H -0.228 3.013 2.843
N -0.277 -1.667 4.324
N -0.155 -1.928 2.919
H -0.850 -2.375 4.771
H -0.746 -0.776 4.424
H -1.028 -2.262 2.517
H 0.542 -2.657 2.812
C -2.344 -4.469 0.707
C -2.794 -3.542 -0.408
C -1.630 -2.847 -1.139
C -2.185 -1.997 -2.304
C -1.109 -1.287 -3.104
C -0.729 -3.906 -1.759
O -1.161 -4.771 -2.483
N 0.619 -3.803 -1.501
C 1.239 -2.895 -0.649
O 2.444 -2.932 -0.487
N 0.444 -1.991 0.000
C -0.888 -1.936 -0.183
O -1.510 -1.068 0.474
H -3.199 -4.917 1.211
H -1.765 -3.942 1.468
H -1.727 -5.284 0.325
H -3.451 -2.761 -0.023
H -3.351 -4.110 -1.154
H -2.894 -1.280 -1.882
H -2.743 -2.679 -2.947
H -0.575 -0.559 -2.489
H -1.551 -0.750 -3.941
H -0.380 -1.985 -3.516
H 1.225 -4.490 -1.930
C -1.632 2.611 -3.746
C -1.588 3.985 -3.099
C -0.249 4.672 -3.335
C -1.945 3.927 -1.615
N -0.957 3.220 -0.798
C 0.179 3.667 -0.242
N 0.744 2.686 0.414
N -0.070 1.632 0.232
N -1.067 1.923 -0.515
H -1.391 2.680 -4.806
H -2.614 2.150 -3.648
H -0.904 1.944 -3.286
H -2.373 4.609 -3.540
H 0.582 4.059 -2.979
H -0.194 5.644 -2.843
H -0.090 4.835 -4.400
H -2.886 3.408 -1.437
H -2.017 4.929 -1.190
H 0.526 4.681 -0.310
```

Output
Expectation value of S²: 8.752
2S+1: 6
E_HOMO (alpha / beta) in eV: -11.7 / -12.0
Net charge: +1
LUMO level (alpha / beta) in eV: -1.980 / -1.989



b:
The following is a DFT calculation (wB97M-V/def2-TZVPD) of a structure of composition C19H39MnN8O6.

XYZ file:
```
73
C19H39MnN8O6 | OMol25 | wB97M-V/def2-TZVPD
Mn -0.595 -1.050 -0.780
C 2.057 -1.439 1.221
O 1.515 -1.721 -0.069
C 2.079 -2.877 -0.670
C 1.509 -2.963 -2.060
O 0.077 -2.921 -2.002
C -0.587 -4.177 -1.850
C -1.340 -4.209 -0.551
O -2.168 -3.054 -0.512
C -3.196 -3.177 0.469
H 3.144 -1.365 1.158
H 1.781 -2.218 1.934
H 1.645 -0.487 1.544
H 1.833 -3.765 -0.075
H 3.167 -2.783 -0.714
H 1.838 -3.872 -2.562
H 1.807 -2.095 -2.643
H 0.128 -5.000 -1.883
H -1.281 -4.287 -2.684
H -0.662 -4.201 0.310
H -1.951 -5.114 -0.504
H -3.840 -4.025 0.233
H -3.775 -2.258 0.451
H -2.768 -3.312 1.466
N -2.737 0.753 -2.110
N -2.289 -0.607 -2.183
H -2.705 1.042 -1.139
H -3.687 0.844 -2.450
H -1.887 -0.751 -3.104
H -3.045 -1.274 -2.057
C -0.276 3.073 -3.749
C 1.125 2.470 -3.783
C 1.645 2.046 -2.398
C 3.093 1.517 -2.526
C 3.686 1.006 -1.215
C 1.671 3.268 -1.496
O 2.285 4.267 -1.778
N 0.958 3.182 -0.316
C 0.246 2.086 0.149
O -0.297 2.144 1.244
N 0.197 0.974 -0.643
C 0.792 0.931 -1.846
O 0.642 -0.123 -2.499
H -0.607 3.327 -4.756
H -0.293 3.995 -3.162
H -1.006 2.378 -3.322
H 1.838 3.190 -4.184
H 1.148 1.586 -4.421
H 3.693 2.336 -2.923
H 3.080 0.722 -3.273
H 3.723 1.794 -0.457
H 4.708 0.656 -1.367
H 3.099 0.173 -0.814
H 0.976 3.991 0.289
C -1.348 2.911 4.221
C -0.763 1.673 4.895
C 0.689 1.440 4.483
C -1.626 0.434 4.655
N -1.642 -0.018 3.257
C -2.404 0.364 2.227
N -2.073 -0.351 1.182
N -1.068 -1.150 1.595
N -0.805 -0.964 2.836
H -0.777 3.796 4.502
H -2.387 3.078 4.518
H -1.284 2.829 3.132
H -0.796 1.816 5.979
H 0.771 1.366 3.397
H 1.098 0.532 4.935
H 1.304 2.282 4.802
H -2.662 0.617 4.936
H -1.258 -0.412 5.230
H -3.161 1.129 2.278
```

Output
Expectation value of S²: 8.752
2S+1: 6
E_HOMO (alpha / beta) in eV: -11.9 / -12.1
Net charge: +1
LUMO level (alpha / beta) in eV: -1.987 / -2.000



Which structure is the most stable? The one labeled b.



a:
The following is a DFT calculation (wB97M-V/def2-TZVPD) of a structure of composition C44H38As2ClN5O8Ti.

XYZ file:
```
99
C44H38As2ClN5O8Ti | OMol25 | wB97M-V/def2-TZVPD
Ti -1.431 -0.425 -0.190
O -4.465 -1.425 0.249
Cl -3.465 -2.394 0.653
O -3.945 -3.738 0.415
O -2.143 0.194 1.144
O -2.280 -2.212 -0.472
O -3.830 5.085 -3.661
C -4.188 3.935 -3.965
O -4.967 3.524 -4.845
C -3.556 2.811 -3.098
C -4.052 1.517 -3.152
C -3.486 0.530 -2.367
N -2.434 0.782 -1.589
C -1.917 2.032 -1.537
C -2.466 3.064 -2.264
C -0.571 2.175 -0.810
O 0.024 3.230 -0.790
O -0.095 1.045 -0.359
H -4.881 1.308 -3.814
H -3.870 -0.482 -2.329
H -2.042 4.057 -2.217
N 0.103 -1.791 0.700
C 0.771 -2.728 0.825
C 1.619 -3.820 0.969
C 2.783 -3.702 1.763
N 3.736 -3.613 2.409
C 1.352 -5.016 0.262
N 1.150 -5.998 -0.312
C -1.217 -2.307 -3.726
As 0.010 -1.342 -2.544
C 1.554 -2.477 -2.885
C 0.301 0.232 -3.717
C 1.156 -0.007 -4.920
C 0.592 -0.157 -6.184
C 1.391 -0.360 -7.302
C 2.770 -0.417 -7.173
C 3.344 -0.267 -5.916
C 2.546 -0.066 -4.802
H -0.776 -2.436 -4.716
H -2.156 -1.761 -3.813
H -1.428 -3.280 -3.284
H 1.732 -2.550 -3.957
H 1.321 -3.465 -2.485
H 2.434 -2.088 -2.378
H 0.730 1.015 -3.090
H -0.703 0.550 -4.005
H -0.485 -0.094 -6.294
H 0.931 -0.466 -8.277
H 3.395 -0.566 -8.045
H 4.421 -0.303 -5.799
H 3.003 0.060 -3.827
N 2.541 -0.086 -0.622
C 3.730 0.467 -1.052
C 3.734 1.708 -1.702
C 4.907 2.219 -2.229
C 6.104 1.519 -2.121
C 6.105 0.296 -1.463
C 4.939 -0.227 -0.929
H 1.772 0.551 -0.440
H 2.610 -0.813 0.074
H 2.806 2.265 -1.781
H 4.884 3.179 -2.731
H 7.018 1.924 -2.535
H 7.029 -0.260 -1.357
H 4.952 -1.181 -0.413
C 1.778 -0.190 7.370
C 1.781 -1.213 6.433
C 1.129 -1.047 5.219
C 0.435 0.122 4.898
C 0.485 1.151 5.840
C 1.140 1.000 7.058
As -0.662 0.193 3.161
C -1.285 2.002 3.546
C -0.575 2.979 2.852
C -0.957 4.313 2.904
C -2.058 4.689 3.660
C -2.763 3.726 4.369
C -2.383 2.392 4.308
C -1.955 -1.131 3.815
C -3.321 -0.871 3.910
C -4.234 -1.894 4.130
C -3.803 -3.209 4.214
C -2.451 -3.489 4.073
C -1.541 -2.461 3.877
H 2.279 -0.315 8.323
H 2.295 -2.144 6.641
H 1.195 -1.855 4.501
H 0.005 2.099 5.636
H 1.146 1.821 7.766
H 0.283 2.696 2.251
H -0.405 5.048 2.334
H -2.366 5.727 3.697
H -3.620 4.012 4.968
H -2.930 1.662 4.889
H -3.690 0.136 3.775
H -5.289 -1.662 4.209
H -4.515 -4.011 4.360
H -2.103 -4.514 4.084
H -0.497 -2.713 3.757
```

Output
E_HOMO in eV: -4.1
Net charge: -2
LUMO level in eV: 3.967



b:
The following is a DFT calculation (wB97M-V/def2-TZVPD) of a structure of composition C44H38As2ClN5O8Ti.

XYZ file:
```
99
C44H38As2ClN5O8Ti | OMol25 | wB97M-V/def2-TZVPD
Ti -0.336 -0.671 1.179
O -3.248 -3.642 0.531
Cl -2.840 -2.256 0.545
O -3.780 -1.425 1.277
O -1.175 0.396 0.082
O -1.516 -2.258 1.433
O -2.941 0.493 7.606
C -1.951 -0.214 7.343
O -1.222 -0.909 8.071
C -1.562 -0.232 5.839
C -2.307 0.473 4.911
C -1.941 0.458 3.576
N -0.854 -0.194 3.153
C -0.148 -0.921 4.044
C -0.469 -0.966 5.377
C 1.004 -1.722 3.444
O 1.671 -2.482 4.100
O 1.155 -1.487 2.156
H -3.175 1.020 5.255
H -2.519 0.968 2.817
H 0.115 -1.560 6.066
N 0.664 0.002 -2.850
C 0.736 0.118 -4.000
C 0.791 0.278 -5.405
C 1.764 -0.421 -6.166
N 2.552 -0.989 -6.792
C -0.152 1.120 -6.047
N -0.927 1.812 -6.557
C 2.329 -2.254 -1.479
As 0.515 -2.310 -0.838
C -0.655 -2.670 -2.337
C 0.521 -4.088 0.027
C 1.179 -5.162 -0.784
C 2.514 -5.500 -0.570
C 3.143 -6.466 -1.342
C 2.444 -7.120 -2.347
C 1.109 -6.805 -2.563
C 0.484 -5.838 -1.787
H 2.448 -2.940 -2.317
H 2.973 -2.566 -0.658
H 2.564 -1.238 -1.787
H -0.091 -3.139 -3.142
H -1.077 -1.733 -2.688
H -1.444 -3.342 -1.999
H -0.519 -4.327 0.245
H 1.031 -3.941 0.980
H 3.065 -4.996 0.217
H 4.182 -6.707 -1.158
H 2.934 -7.870 -2.955
H 0.549 -7.312 -3.339
H -0.560 -5.605 -1.956
N 1.436 0.771 0.916
C 1.771 1.578 2.038
C 1.459 2.937 1.987
C 1.712 3.761 3.072
C 2.294 3.253 4.225
C 2.650 1.910 4.264
C 2.404 1.083 3.178
H 2.132 0.029 0.860
H 1.656 1.489 -0.102
H 1.032 3.339 1.076
H 1.450 4.811 3.012
H 2.479 3.894 5.077
H 3.121 1.496 5.147
H 2.728 0.049 3.209
C -3.254 4.996 1.847
C -3.573 4.946 0.495
C -2.969 4.009 -0.330
C -2.033 3.111 0.182
C -1.705 3.185 1.531
C -2.317 4.113 2.366
As -1.092 1.880 -1.040
C 2.366 2.339 -1.049
C 2.063 2.964 -2.259
C 3.034 3.342 -3.179
C 4.380 3.108 -2.913
C 4.727 2.504 -1.709
C 3.731 2.137 -0.809
C -2.675 1.362 -2.038
C -3.770 0.736 -1.445
C -4.843 0.341 -2.229
C -4.829 0.572 -3.603
C -3.739 1.190 -4.196
C -2.658 1.577 -3.410
H -3.734 5.721 2.493
H -4.303 5.633 0.084
H -3.244 3.966 -1.379
H -0.951 2.525 1.943
H -2.053 4.145 3.416
H 1.025 3.153 -2.523
H 2.739 3.804 -4.115
H 5.141 3.379 -3.636
H 5.769 2.307 -1.480
H 4.045 1.665 0.123
H -3.780 0.549 -0.377
H -5.690 -0.153 -1.769
H -5.667 0.255 -4.211
H -3.699 1.352 -5.266
H -1.794 2.028 -3.886
```

Output
E_HOMO in eV: -3.2
Net charge: -2
LUMO level in eV: 2.882



Which structure is the most stable? The one labeled a.